Record 1
Entry from the Open Molecules 2025 dataset: a cluster of 2 separate species, C8H8 in total at a distorted geometry (wB97M-V/def2-TZVPD).

Output
* energy relative to the best compared isomer or geometry (same formula, charge and spin): 95.4 kcal/mol
* lowest unoccupied orbital energy: 1.03 eV
* orbital gap: 10.465 eV
* charge: 0
* HOMO energy: -9.4 eV
* SMILES: c1ccccc1.C#C

Geometry (Å):
C: -1.33221 -0.65443 -0.53415
C: 0.77953 -0.32560 2.38089
C: 1.08198 -0.57829 3.53034
C: -1.42399 0.74261 -0.40465
C: 0.71864 -0.47573 -1.62327
C: 0.75591 0.97857 -1.26918
C: -0.28386 1.57503 -0.77554
C: -0.26209 -1.25628 -1.26214
H: -0.09893 -0.05082 1.56855
H: -0.32422 2.57962 -0.61113
H: -2.06287 -1.40030 -0.17224
H: -2.29231 0.92259 0.30703
H: 1.67876 1.41013 -1.68300
H: 1.47292 -0.64048 4.44668
H: 1.61163 -0.57191 -2.24365
H: -0.18845 -2.28411 -1.86606

Charges obtained by natural (NBO) population analysis, quoted in units of e: -0.22, -0.25, -0.24, -0.24, -0.20, -0.20, -0.22, -0.24, 0.27, 0.21, 0.22, 0.23, 0.21, 0.21, 0.21, 0.23

---

Record 2
Entry from the Open Molecules 2025 dataset: a cluster of 9 separate species, C36H54O27 in total at a distorted geometry (wB97M-V/def2-TZVPD).

Output
* energy relative to the best compared isomer or geometry (same formula, charge and spin): 26.0 kcal/mol
* lowest unoccupied orbital energy: -0.23 eV
* orbital gap: 10.190 eV
* charge: 0
* HOMO energy: -10.4 eV
* SMILES: C[C@H]1COC(=O)O1.C[C@H]1COC(=O)O1.C[C@H]1COC(=O)O1.C[C@H]1COC(=O)O1.C[C@H]1COC(=O)O1.C[C@H]1COC(=O)O1.C[C@H]1COC(=O)O1.C[C@H]1COC(=O)O1.C[C@H]1COC(=O)O1

Geometry (Å):
O: 6.46985 -1.32696 -2.98306
O: 1.53399 4.31520 2.69168
O: 6.71777 -2.21662 -0.92736
O: -0.83329 -1.77011 -5.97975
O: 2.36868 1.38827 0.32467
O: -2.39572 -4.79196 4.08034
O: -0.23479 -3.53603 -2.59415
O: -1.14445 6.76993 -0.80195
O: 4.90090 0.59173 -5.73983
O: -3.24422 3.57414 4.81856
O: -2.92297 -2.36823 -5.50180
O: 0.23539 1.07478 0.84907
O: -0.70502 4.24511 2.79418
O: -4.63149 -4.43812 4.16153
O: -0.03474 -4.59401 -4.56425
O: 0.71917 7.39153 -1.91164
O: -3.43092 1.88178 3.33732
O: -3.21034 -2.77707 3.67451
O: 3.06278 -0.22076 -4.74362
O: 0.58802 3.01845 4.19142
O: 3.87060 1.75402 -4.12604
O: -1.67388 -3.66079 -6.85211
O: -2.15148 1.70824 5.15612
O: 0.00355 -5.74767 -2.68970
O: 4.68815 -1.89051 -1.74484
O: 1.15796 -0.23376 -0.69703
O: 0.47767 5.30391 -1.15453
C: -3.03236 2.32847 4.36884
C: -0.62696 4.49460 -0.70865
C: -1.59302 5.55871 -0.20204
C: 0.35867 3.85749 3.16415
C: 4.46225 -2.15031 -0.35494
C: -1.36286 -1.52362 4.54427
C: 3.30215 -3.13706 -0.26290
C: -1.82050 -2.67301 -6.22797
C: -2.12738 0.72815 0.40377
C: -0.86311 -7.85824 -3.55912
C: 5.84116 -2.56154 0.13453
C: -3.52523 -4.03151 4.01817
C: 1.97390 2.63843 4.22131
C: -0.75330 0.09505 0.56625
C: 4.01789 0.71721 -4.95747
C: 2.12991 0.29261 -3.78789
C: 6.02725 -1.76789 -1.98229
C: 1.96726 2.69141 -2.93390
C: -0.24379 -0.53157 -0.73811
C: -1.35875 -0.68855 -5.22738
C: 2.59015 3.44283 3.06596
C: 2.02260 1.12483 4.07319
C: -3.42190 -0.79318 -3.71525
C: -3.05893 5.23934 -0.44613
C: 1.35757 0.78695 0.12051
C: -2.41375 3.82214 5.96092
C: -1.25183 -3.98190 3.88111
C: -3.24587 4.58524 6.97791
C: 0.09364 6.56120 -1.32646
C: -0.05194 -4.51568 -3.27906
C: 2.86490 1.48170 -3.17238
C: -0.09233 -5.94568 -5.00515
C: -2.83173 -1.01322 -5.07959
C: -1.81444 -2.57443 3.52257
C: 0.16161 -6.73654 -3.72771
C: -1.97780 2.40246 6.37270
H: 4.19562 -1.22046 0.15646
H: -3.67715 5.99897 0.02919
H: -3.42122 5.60944 6.65590
H: 2.36964 2.96563 5.18499
H: 6.13011 -2.12753 1.08801
H: -0.33012 -1.54118 4.89216
H: -0.49121 -1.58928 -0.72285
H: 1.62491 0.60515 4.95274
H: 3.49813 -4.07321 -0.78201
H: -3.36126 4.26678 -0.05883
H: -0.86152 -0.68814 1.32012
H: 3.01333 0.70034 3.92047
H: -0.64902 -3.95685 4.78567
H: -1.15617 0.31727 -5.59107
H: -1.04466 -6.11659 -5.50489
H: -2.74334 4.60724 7.94790
H: -3.23507 5.21156 -1.52433
H: 2.59975 3.57845 -2.92229
H: -1.50655 4.39352 5.75639
H: -2.04745 -1.48925 5.39164
H: -0.66842 -4.30702 3.01849
H: 1.23652 0.63902 -4.31663
H: -2.37057 1.32279 1.28471
H: -0.90587 3.74101 -1.44827
H: 1.14297 -7.20824 -3.66863
H: 1.32174 2.75509 -3.81553
H: -4.20507 4.09443 7.14503
H: 3.48243 4.01638 3.29512
H: -4.40879 -1.23736 -3.61932
H: 3.07089 -3.30418 0.79000
H: -2.73835 -1.23538 -2.98483
H: 3.28369 1.11904 -2.22869
H: -1.47554 -0.51855 4.12328
H: -1.66773 -2.30910 2.47771
H: -0.55613 -8.61250 -2.83642
H: 5.84700 -3.64341 0.30104
H: -0.17971 3.94185 0.12326
H: -0.89583 -0.72226 -4.23267
H: 0.66342 -6.25322 -5.72978
H: -0.92912 2.40591 6.66395
H: -0.73409 -0.00110 -1.55515
H: -1.43470 5.64446 0.87560
H: -2.92209 -0.02189 0.36278
H: -3.34607 -0.41399 -5.84231
H: -2.57401 1.95269 7.17061
H: 2.44705 -2.66685 -0.74658
H: 1.31846 2.68687 -2.06200
H: 1.84780 -0.44094 -3.03913
H: 1.28984 0.79980 3.33078
H: -0.94156 -8.34305 -4.53590
H: -1.84330 -7.48556 -3.26555
H: -3.45251 0.27995 -3.51832
H: 2.75251 2.74148 2.24256
H: -2.24595 1.32263 -0.50410

These are the Mulliken partial charges, in e, on atoms 1 to 99: -0.51, -0.41, -0.35, -0.31, -0.66, -0.34, -0.54, -0.41, -0.55, -0.37, -0.38, -0.19, -0.50, -0.54, -0.15, -0.58, -0.58, -0.39, -0.41, -0.19, -0.46, -0.54, -0.16, -0.35, -0.23, 0.38, -0.34, 0.64, 0.45, 0.97, 0.60, 0.88, -1.19, -1.25, 0.58, -1.49, -1.48, -0.35, 0.60, 0.17, 1.82, 0.47, 0.28, 0.53, -1.38, -0.16, 0.50, 0.15, -0.98, -1.21, -1.50, -0.24, 0.79, -0.46, -1.64, 0.52, 0.51, 1.23, -0.61, 0.47, 0.83, 0.47, -0.55, -0.13, 0.38, 0.38, 0.31, 0.31, 0.40, 0.30, 0.41, 0.45, 0.29, -0.64, 0.40, 0.27, 0.37, 0.32, 0.38, 0.41, 0.39, 0.12, 0.41, 0.32, -0.05, 0.10, 0.14, 0.28, 0.41, 0.38, 0.36, 0.40, 0.40, 0.13, 0.17, 0.09, -0.02, 0.38, 0.24

---

Record 3
Entry from the Open Molecules 2025 dataset: a structure of composition C26H51MnN4O5SSbSi3 (wB97M-V/def2-TZVPD).

Output
* 2S+1: 2
* energy relative to the best compared isomer or geometry (same formula, charge and spin): 2.5 kcal/mol
* lowest unoccupied orbital energy (spin up / spin down): 0.00 / -0.03 eV
* orbital gap (spin up / spin down): 7.853 / 7.348 eV
* charge: 0
* HOMO energy (spin up / spin down): -7.9 / -7.4 eV

Geometry (Å):
Sb: -0.13007 -2.81700 0.14567
Mn: -0.36405 0.12501 0.16389
S: 0.86451 6.57801 -0.82769
Si: -0.78473 -4.48505 1.96501
Si: -1.35580 -3.78994 -1.87940
Si: 2.32352 -3.44723 -0.24978
O: 2.15523 1.58609 1.89555
O: 1.61545 -0.01839 -0.17406
O: -0.40770 -0.12804 -1.81946
O: 1.00923 -0.20556 -3.55604
O: 2.79326 1.13401 -1.69294
N: -0.20091 0.12141 2.30192
N: -0.40552 2.23865 -0.17668
N: 4.58628 6.49900 1.81894
N: -2.47421 -0.03751 -0.02267
C: 4.53749 5.83268 0.66617
C: 0.10042 4.40534 0.71512
C: -0.51480 -3.34921 -3.47653
C: 3.50949 7.19952 2.16388
C: 3.30060 -2.54261 1.05465
C: -1.19735 -0.57643 3.13078
C: 3.43573 5.83026 -0.17591
C: -3.44339 -0.18356 1.07308
C: 2.35109 7.25922 1.40028
C: 0.75661 -0.00685 -2.38445
C: 2.60502 -5.28759 -0.03273
C: 2.31558 6.55397 0.20776
C: -2.63681 -4.31961 2.24505
C: -1.51122 -5.65235 -1.74912
C: -3.14543 0.83341 2.17951
C: 1.85476 0.43407 -1.37658
C: -0.24990 2.74902 -1.40225
C: -3.08550 -3.06067 -1.86166
C: 2.84719 -2.98479 -1.97376
C: -2.44430 0.24810 3.40415
C: 0.15667 -3.98982 3.51855
C: -0.44915 -6.30247 1.67116
C: -0.25672 3.08083 0.85497
C: 0.32788 4.90489 -0.56262
C: 0.11485 4.06479 -1.63956
C: 2.97759 2.67117 2.26844
H: 2.56788 -5.57550 1.01965
H: 1.10748 -4.52721 3.56168
H: -1.46249 -1.49486 2.60496
H: 2.64551 3.60593 1.80210
H: -2.24161 -5.94139 -0.99023
H: 1.88080 -5.89255 -0.58137
H: -2.20662 1.05777 4.10156
H: 2.62621 -1.95294 -2.24166
H: -4.46524 -0.06634 0.70489
H: -1.02842 -6.70148 0.83947
H: -0.41264 2.07162 -2.22578
H: 0.22020 5.02932 1.59048
H: -3.14403 -0.40724 3.93219
H: -3.08181 -2.05346 -2.28644
H: -1.24453 -3.45022 -4.28654
H: 2.36946 -3.63151 -2.71130
H: -0.76292 -0.87275 4.09022
H: 2.96781 -2.82414 2.05741
H: 3.18295 -1.46558 0.93172
H: -2.53485 1.62843 1.74263
H: 0.05153 1.01627 2.70916
H: 0.38115 -2.92353 3.55575
H: 4.02316 2.50846 1.99612
H: -0.55871 -6.12494 -1.50341
H: 1.49867 7.83849 1.72842
H: -2.91879 -4.79593 3.18841
H: 5.42417 5.26959 0.39853
H: -0.74065 -6.84740 2.57512
H: -2.53415 -0.80508 -0.68603
H: -2.97276 -3.28158 2.28100
H: 4.36191 -2.79372 0.97000
H: 2.92306 2.78740 3.35163
H: -0.13344 -2.32634 -3.49705
H: 3.56813 7.73734 3.10354
H: 0.68333 -0.38231 2.33542
H: -3.36175 -1.20302 1.45536
H: -2.68255 0.79662 -0.56554
H: 2.40452 1.16854 1.05019
H: -4.06880 1.31047 2.51244
H: 3.92918 -3.12669 -2.05635
H: 0.27194 4.40175 -2.65442
H: 0.30770 -4.03515 -3.68853
H: 3.44794 5.26655 -1.09953
H: -0.41664 2.67279 1.84107
H: -0.41076 -4.24807 4.41685
H: 3.60252 -5.53465 -0.40883
H: -3.18642 -4.81908 1.44292
H: -3.74592 -3.67169 -2.48370
H: 0.60385 -6.50705 1.48311
H: -1.84950 -6.05323 -2.70936
H: -3.51516 -3.02651 -0.85685

Charges obtained by Mulliken population analysis, quoted in units of e: -0.82, 1.79, -0.18, 1.03, 0.73, 0.81, -0.17, -0.75, -0.66, -0.71, -0.75, -0.19, 0.32, -0.60, -0.21, -0.45, -0.95, -0.88, -0.40, -0.80, -0.09, -0.22, 0.15, -0.04, 0.61, -1.24, 0.27, -1.04, -1.14, -0.30, 0.37, -0.57, -1.22, -1.04, -1.15, -1.15, -1.13, -0.25, 0.19, -0.92, -0.51, 0.28, 0.36, -0.39, 0.00, 0.29, 0.27, 0.44, 0.27, 0.44, 0.26, 0.75, 0.48, 0.41, 0.30, 0.42, 0.25, 0.54, 0.25, 0.00, -0.14, 0.21, 0.22, 0.31, 0.25, 0.43, 0.42, 0.41, 0.38, -0.21, 0.17, 0.45, 0.30, 0.11, 0.37, 0.18, -0.40, 0.28, 0.05, 0.44, 0.44, 0.48, 0.29, 0.41, 0.21, 0.43, 0.43, 0.25, 0.46, 0.25, 0.44, 0.30

---

Record 4
Entry from the Open Molecules 2025 dataset: a structure of composition C21H36P2PdSe at a distorted geometry (wB97M-V/def2-TZVPD).

Output
* 2S+1: 5
* energy relative to the best compared isomer or geometry (same formula, charge and spin): 30.1 kcal/mol
* lowest unoccupied orbital energy (spin up / spin down): -6.45 / -7.19 eV
* orbital gap (spin up / spin down): 3.898 / 5.492 eV
* charge: +2
* HOMO energy (spin up / spin down): -10.3 / -12.7 eV

Geometry (Å):
Pd: 2.08258 0.40342 3.28484
Se: 0.07446 1.55213 3.81455
P: -0.00800 -1.84363 -2.89592
P: 0.27293 2.11342 -2.68313
C: 1.58892 -2.44461 -3.48497
C: -1.69650 0.25852 -1.04703
C: -1.76583 -0.99738 -0.08089
C: -1.08098 1.41215 -0.45378
C: 0.61067 -1.78016 -0.74290
C: -0.38417 -0.58384 7.89045
C: -1.52627 -0.23638 7.15127
C: 1.24697 0.86356 -0.27101
C: 0.54959 0.85106 -4.01694
C: -0.31614 -0.44004 -4.11219
C: -0.11335 0.93781 5.58844
C: 1.01623 0.64912 6.35602
C: 0.23223 1.90179 -0.84993
C: 0.87898 -0.13326 7.49932
C: 0.62056 -0.94719 3.17027
C: -1.39888 0.54706 6.01443
C: -0.71254 -1.98218 -0.34938
C: -1.34120 2.80705 -3.09708
C: 1.47057 3.40211 -3.00817
C: -1.19410 -3.09794 -3.41854
C: 1.33699 -0.45595 -1.07611
H: -0.44814 -0.84248 3.45259
H: 1.06013 0.68191 0.80331
H: -1.24197 -3.88108 -2.65795
H: -2.10643 2.03245 -3.23859
H: -0.92507 -3.02953 -0.13571
H: 2.24537 1.31829 -0.29273
H: 2.46236 2.97128 -3.16701
H: 0.35648 1.40852 -4.94979
H: 1.98997 0.96402 5.99211
H: -2.25551 0.81538 5.40415
H: -0.48316 -1.22443 8.76344
H: 1.35015 -2.50686 -0.34157
H: -1.83231 -0.62193 0.96075
H: 1.76627 -0.40728 8.07437
H: -1.25004 3.39515 -4.01756
H: -2.19266 -2.66875 -3.55011
H: -1.40041 -0.22473 -4.14213
H: -2.71218 -1.54135 -0.23572
H: 0.73472 -1.41789 2.17410
H: -2.69173 0.50466 -1.49456
H: -1.09364 -0.06902 -1.90954
H: -2.51021 -0.58674 7.46146
H: 2.41452 -0.73255 -1.21423
H: 2.31301 -1.63412 -3.64626
H: 1.50847 4.09084 -2.16188
H: -1.55581 1.87207 0.40284
H: -1.67194 3.48518 -2.30161
H: 1.98139 -3.15655 -2.74823
H: 1.02207 -1.66372 3.90922
H: -0.10180 -0.93077 -5.07812
H: 1.04845 -0.15748 -2.11749
H: 1.18400 3.96933 -3.89947
H: 1.41569 -2.96073 -4.43859
H: -0.87423 -3.54421 -4.36813
H: 1.62917 0.61540 -4.04198
H: 0.42132 2.92104 -0.43095

Charges obtained by natural (NBO) population analysis, quoted in units of e: 0.32, 0.22, 1.29, 1.55, -0.99, -0.48, -0.49, -0.10, -0.26, -0.17, -0.20, -0.42, -0.74, -0.73, -0.24, -0.21, -0.56, -0.20, -1.00, -0.22, -0.03, -0.98, -0.98, -0.99, -0.48, 0.20, 0.28, 0.27, 0.26, 0.24, 0.24, 0.27, 0.29, 0.22, 0.22, 0.23, 0.29, 0.29, 0.23, 0.28, 0.27, 0.26, 0.25, 0.16, 0.26, 0.18, 0.23, 0.26, 0.26, 0.28, 0.23, 0.28, 0.27, 0.22, 0.27, 0.20, 0.28, 0.27, 0.28, 0.26, 0.29

---

Question: What is the formula in the first record?
Answer: C8H8

---

What did the first record say?
Entry from the Open Molecules 2025 dataset: a cluster of 2 separate species, C8H8 in total at a distorted geometry (wB97M-V/def2-TZVPD).

Output
* energy relative to the best compared isomer or geometry (same formula, charge and spin): 95.4 kcal/mol
* lowest unoccupied orbital energy: 1.03 eV
* orbital gap: 10.465 eV
* charge: 0
* HOMO energy: -9.4 eV
* SMILES: c1ccccc1.C#C

Geometry (Å):
C: -1.33221 -0.65443 -0.53415
C: 0.77953 -0.32560 2.38089
C: 1.08198 -0.57829 3.53034
C: -1.42399 0.74261 -0.40465
C: 0.71864 -0.47573 -1.62327
C: 0.75591 0.97857 -1.26918
C: -0.28386 1.57503 -0.77554
C: -0.26209 -1.25628 -1.26214
H: -0.09893 -0.05082 1.56855
H: -0.32422 2.57962 -0.61113
H: -2.06287 -1.40030 -0.17224
H: -2.29231 0.92259 0.30703
H: 1.67876 1.41013 -1.68300
H: 1.47292 -0.64048 4.44668
H: 1.61163 -0.57191 -2.24365
H: -0.18845 -2.28411 -1.86606

Charges obtained by natural (NBO) population analysis, quoted in units of e: -0.22, -0.25, -0.24, -0.24, -0.20, -0.20, -0.22, -0.24, 0.27, 0.21, 0.22, 0.23, 0.21, 0.21, 0.21, 0.23